DFT (ωB97M-V/def2-TZVPD) results for a cluster of 2 separate species, CH2BrO2S in total.

Calculated values
Gap between HOMO and LUMO = 6.92 eV
E = -86041.506 eV
Charge = -1

The geometry in XYZ format:
```
7
Properties=species:S:1:pos:R:3:mulliken_charge:R:1
Br 2.20048 0.19844 0.98530 -0.22
S -0.97449 0.21108 2.01068 0.51
O -1.69206 1.35252 1.40126 -0.61
O -1.72371 -1.06786 1.90331 -0.63
C 0.37201 -0.10096 0.57875 -0.56
H 0.25519 -1.03800 0.04535 0.33
H -0.13283 1.01412 -0.33025 0.18
```

DFT (ωB97M-V/def2-TZVPD) results for an isolated molecule of CH2BrP.

Calculated values
Structure (SMILES) = C=PBr
Gap between HOMO and LUMO = 8.80 eV
E = -80399.138 eV

The geometry in XYZ format:
```
5
Properties=species:S:1:pos:R:3:mulliken_charge:R:1
Br 2.84044 1.85464 -1.51106 -0.31
P 1.78844 1.02460 0.75979 0.12
C 0.48863 0.24319 0.14994 -0.38
H 0.33786 0.48174 -0.85322 0.26
H -0.50660 -0.11017 0.44366 0.31
```

DFT (ωB97M-V/def2-TZVPD) results for a structure of composition CH2CaLiO.

Calculated values
2S+1 = 2
Gap between HOMO and LUMO (alpha / beta) = 4.16 / 5.18 eV
<S²> = 1.205
E = -21753.884 eV

The geometry in XYZ format:
```
6
Properties=species:S:1:pos:R:3:mulliken_charge:R:1
Ca 2.78944 -0.04701 0.40402 0.64
O -0.08272 0.85934 -0.35886 -0.35
C 0.56721 -0.17574 -0.18837 -0.46
Li -1.86770 1.13687 0.09843 0.37
H 0.21859 -1.21856 -0.18373 0.28
H -1.62482 -0.55489 0.22852 -0.47
```

DFT (ωB97M-V/def2-TZVPD) results for an isolated molecule of CH2Cl2.

Calculated values
Structure (SMILES) = ClCCl
Gap between HOMO and LUMO = 11.97 eV
E = -26114.123 eV

The geometry in XYZ format:
```
5
Properties=species:S:1:pos:R:3:mulliken_charge:R:1
Cl 1.58575 0.15290 -0.54090 -0.15
Cl -0.25033 0.00830 1.66837 -0.14
C -0.10133 -0.05034 -0.07210 -0.23
H -0.65819 0.78805 -0.49055 0.23
H -0.57592 -0.89891 -0.56483 0.28
```

DFT (ωB97M-V/def2-TZVPD) results for a cluster of 2 separate species, CH2Cl2N2O2 in total.

Calculated values
Gap between HOMO and LUMO (alpha / beta) = 7.93 / 7.74 eV
E = -33181.239 eV

The geometry in XYZ format:
```
9
Properties=species:S:1:pos:R:3:mulliken_charge:R:1
Cl -0.32688 1.42645 -2.84217 0.15
Cl 2.19067 1.17232 -1.70210 -0.01
O -1.63142 -0.29564 -1.77722 -0.48
O -2.27840 0.94625 -0.02506 -0.55
N -1.48122 0.15218 -0.56412 0.70
N 0.55456 1.60715 -1.46633 -0.14
C -0.25075 -0.04500 -0.06010 -0.43
H 0.31810 -0.74733 -0.71753 0.42
H -0.15216 0.21636 1.00024 0.33
```

DFT (ωB97M-V/def2-TZVPD) results for an isolated molecule of CH2Cl2O.

Calculated values
Structure (SMILES) = OC(Cl)Cl
Gap between HOMO and LUMO = 11.72 eV
E = -28161.281 eV

The geometry in XYZ format:
```
6
Properties=species:S:1:pos:R:3:mulliken_charge:R:1
Cl -1.47145 -0.28191 -2.08700 -0.21
Cl 1.36176 -1.05333 -1.49567 -0.21
O 0.06444 0.86446 -0.41079 -0.37
C -0.19187 -0.34771 -0.79880 0.19
H -0.53000 1.46724 -0.92217 0.32
H -0.36265 -1.17557 -0.12674 0.28
```

DFT (ωB97M-V/def2-TZVPD) results for a cluster of 2 separate species, CH2Cl2O2 in total.

Calculated values
Structure (SMILES) = O=C(O)Cl.Cl
Gap between HOMO and LUMO = 11.86 eV
E = -30209.506 eV

The geometry in XYZ format:
```
7
Properties=species:S:1:pos:R:3:mulliken_charge:R:1
Cl 1.57143 0.14761 -0.10372 -0.39
Cl -3.48228 0.06663 0.00222 -0.13
O -1.37850 -1.15821 -0.01521 -0.33
O -1.26157 1.14264 -0.06774 -0.52
C -1.81840 0.07402 0.01086 0.70
H -0.41132 -1.18143 0.23567 0.31
H 0.48353 0.91304 -0.56107 0.36
```

DFT (ωB97M-V/def2-TZVPD) results for an isolated molecule of CH2Cl2O3P2.

Calculated values
Gap between HOMO and LUMO = 11.46 eV
E = -50836.813 eV

The geometry in XYZ format:
```
10
Properties=species:S:1:pos:R:3:mulliken_charge:R:1
Cl 1.86913 -0.62474 -0.33025 -0.17
Cl 1.46451 2.35084 0.80670 -0.16
P -0.48077 -1.52393 0.11506 0.92
P 0.69960 1.09300 -0.45519 0.91
O -0.33933 -2.09157 1.43191 -0.55
O -0.77401 -2.15417 -1.16639 -0.56
O 0.73938 1.67198 -1.75481 -0.54
C -0.76215 0.31059 0.28981 -0.52
H -1.84212 0.42240 -0.23240 0.36
H -0.57425 0.54560 1.29555 0.31
```

DFT (ωB97M-V/def2-TZVPD) results for a cluster of 2 separate species, CH2Cl2S2 in total.

Calculated values
Gap between HOMO and LUMO (alpha / beta) = 8.79 / 6.42 eV
E = -47781.884 eV

The geometry in XYZ format:
```
7
Properties=species:S:1:pos:R:3:mulliken_charge:R:1
Cl 2.69979 -1.24264 -1.02912 -0.16
Cl 1.60919 0.98706 0.44924 -0.08
S -1.78977 0.15296 0.17075 -0.05
S -2.43965 1.50907 -1.14617 -0.14
C 1.53619 -0.63752 0.06631 -0.18
H 1.07423 -1.46482 0.47149 0.41
H -2.68997 0.69587 1.01750 0.20
```

DFT (ωB97M-V/def2-TZVPD) results for a cluster of 2 separate species, CH2Cl2S2 in total.

Calculated values
2S+1 = 3
Gap between HOMO and LUMO (alpha / beta) = 7.51 / 6.63 eV
<S²> = 2.006
E = -47781.767 eV

The geometry in XYZ format:
```
7
Properties=species:S:1:pos:R:3:mulliken_charge:R:1
Cl 1.85672 -0.16827 1.22941 -0.13
Cl -0.79546 -1.24706 -0.87117 -0.24
S -0.97478 0.36814 2.08684 -0.13
S 0.83741 -1.37693 3.62230 -0.09
C 0.53368 -0.38723 2.35018 0.17
H -0.53848 1.00024 1.06953 0.14
H -0.59149 -2.00458 0.14692 0.27
```

DFT (ωB97M-V/def2-TZVPD) results for a cluster of 2 separate species, CH2Cl3ISi in total.

Calculated values
Gap between HOMO and LUMO = 9.54 eV
E = -54617.638 eV

The geometry in XYZ format:
```
8
Properties=species:S:1:pos:R:3:mulliken_charge:R:1
I -1.23714 -0.51758 2.12765 0.05
Cl -0.03958 -1.73257 -2.64305 -0.24
Cl -2.74947 -3.06249 -0.96183 -0.22
Cl 0.42126 -3.14411 0.11709 -0.17
Si -0.92228 -2.11417 -0.83387 0.74
C -1.09163 -0.44168 -0.07927 -0.89
H 0.26918 0.28371 -0.27177 0.28
H -1.88816 0.07380 -0.36476 0.44
```

DFT (ωB97M-V/def2-TZVPD) results for a cluster of 2 separate species, CH2Cl3N3 in total.

Calculated values
2S+1 = 3
Gap between HOMO and LUMO (alpha / beta) = 7.14 / 5.73 eV
<S²> = 2.014
E = -43098.893 eV

The geometry in XYZ format:
```
9
Properties=species:S:1:pos:R:3:mulliken_charge:R:1
Cl 0.05196 2.37808 -0.24928 -0.07
Cl -2.00675 -1.95657 -0.62167 -0.08
Cl -3.34565 0.22917 0.65066 -0.05
N 0.53140 0.76456 0.14603 -0.44
N -1.86602 -0.74993 0.60155 -0.18
N 2.60904 -0.30598 -0.50838 -0.35
C 1.65688 0.29431 -0.14285 0.49
H -1.04861 -0.33146 0.17964 0.39
H 3.41774 -0.32218 -0.05570 0.28
```

DFT (ωB97M-V/def2-TZVPD) results for a structure of composition CH2Cl3OPS2.

Calculated values
Gap between HOMO and LUMO (alpha / beta) = 6.40 / 6.40 eV
E = -71641.740 eV

The geometry in XYZ format:
```
10
Properties=species:S:1:pos:R:3:mulliken_charge:R:1
Cl -1.80930 2.51541 0.19644 -0.11
Cl -2.20748 0.11142 -1.33258 -0.12
Cl -1.70844 -0.06288 1.46095 -0.05
S 0.60079 -1.85451 -0.08797 -0.10
S 2.09304 -3.00084 0.61807 -0.34
P 0.36775 0.69113 -0.60215 0.24
O 1.18108 1.29474 0.57989 -0.38
C -1.32207 0.82534 0.08564 0.31
H 2.13138 1.09951 0.56094 0.35
H 0.67327 -1.61932 -1.47923 0.21
```

DFT (ωB97M-V/def2-TZVPD) results for a structure of composition CH2Cl3OPS2.

Calculated values
Gap between HOMO and LUMO = 8.47 eV
E = -71643.454 eV

The geometry in XYZ format:
```
10
Properties=species:S:1:pos:R:3:mulliken_charge:R:1
Cl -2.00795 -0.20766 -1.39961 -0.05
Cl -0.37068 -2.31657 -0.06045 -0.03
Cl -1.82896 -0.50626 1.61885 -0.10
S -0.29099 2.46496 0.16164 -0.25
S 1.77631 -0.08967 -1.68050 -0.31
P 0.24945 0.63077 0.33026 0.47
O 1.16503 0.09411 1.52020 -0.42
C -1.04955 -0.65752 0.03014 0.19
H 0.58598 -0.15062 -2.37133 0.15
H 1.77137 0.73847 1.85081 0.35
```

DFT (ωB97M-V/def2-TZVPD) results for an isolated molecule of CH2ClF3N2.

Calculated values
Structure (SMILES) = FC(F)(F)NNCl
Gap between HOMO and LUMO = 10.86 eV
E = -24722.203 eV

The geometry in XYZ format:
```
9
Properties=species:S:1:pos:R:3:mulliken_charge:R:1
Cl 1.42668 1.60627 0.34773 -0.04
F -1.73569 0.70616 -1.38878 -0.28
F -2.66747 0.03975 0.47733 -0.26
F -1.55074 1.79088 0.39502 -0.25
N -0.47826 -0.31848 0.03505 -0.28
N 0.96442 0.19176 -0.55255 -0.31
C -1.52917 0.53215 -0.07950 0.82
H 0.82622 0.54482 -1.55167 0.34
H -0.46831 -0.88000 0.89151 0.26
```

DFT (ωB97M-V/def2-TZVPD) results for an isolated molecule of CH2ClFO2.

Calculated values
Structure (SMILES) = FOCOCl
Gap between HOMO and LUMO = 10.31 eV
E = -20397.818 eV

The geometry in XYZ format:
```
7
Properties=species:S:1:pos:R:3:mulliken_charge:R:1
Cl -2.81219 0.84473 0.25758 -0.01
F 0.88150 2.31055 -0.21964 -0.12
O -1.48202 0.74830 -0.75077 -0.32
O 0.41564 1.39580 0.70413 -0.08
C -0.06313 0.30761 0.08926 -0.01
H 0.60508 -0.26035 -0.65198 0.26
H -0.53949 -0.15404 0.96101 0.28
```

DFT (ωB97M-V/def2-TZVPD) results for a structure of composition CH2ClIO.

Calculated values
Gap between HOMO and LUMO = 7.81 eV
E = -23736.566 eV

The geometry in XYZ format:
```
6
Properties=species:S:1:pos:R:3:mulliken_charge:R:1
I 2.43349 -0.89453 -0.31707 0.16
Cl 2.08126 2.17092 -0.53942 -0.01
O -1.97539 -1.07185 0.35361 -0.64
C 1.37500 0.81953 0.07962 -0.16
H -2.71757 -0.53359 0.42219 0.30
H -1.19679 -0.49047 0.00108 0.35
```

DFT (ωB97M-V/def2-TZVPD) results for a cluster of 2 separate species, CH2ClN2O2 in total.

Calculated values
Gap between HOMO and LUMO (alpha / beta) = 6.76 / 6.76 eV
E = -20660.850 eV
Charge = -1

The geometry in XYZ format:
```
8
Properties=species:S:1:pos:R:3:mulliken_charge:R:1
Cl -0.05452 1.55612 -1.57356 -0.09
O -1.33598 -3.59717 -0.93645 -0.73
O 0.33661 -2.38165 -1.22370 -0.66
N -1.52325 -1.56607 -0.20142 -0.88
N -0.81157 -2.46877 -0.81527 1.17
C 0.12886 0.59092 -0.21221 -0.23
H -1.17173 -0.56441 -0.35047 0.30
H 1.15077 0.10107 -0.62151 0.13
```

DFT (ωB97M-V/def2-TZVPD) results for a structure of composition CH2ClN2O4S.

Calculated values
Gap between HOMO and LUMO = 9.54 eV
E = -35598.797 eV
Charge = -1

The geometry in XYZ format:
```
11
Properties=species:S:1:pos:R:3:mulliken_charge:R:1
Cl -2.41526 -0.48568 -0.19958 -0.09
S -0.37201 1.31798 -0.48865 1.22
O -0.52803 1.55481 0.94684 -0.61
O 1.05901 1.41429 -0.91879 -0.76
O -1.25138 2.06951 -1.39757 -0.63
O -0.55899 -1.73066 1.40213 -0.63
N 1.27611 -1.01558 0.23915 -0.31
N -0.77256 -0.40827 -0.60008 -0.22
C -0.00597 -1.07333 0.49890 0.46
H 2.00561 -1.38583 0.95946 0.24
H 1.56347 -0.25724 -0.44183 0.34
```

DFT (ωB97M-V/def2-TZVPD) results for an isolated molecule of CH2ClNO4S.

Calculated values
Structure (SMILES) = O=[N+]([O-])CS(=O)(=O)Cl
Gap between HOMO and LUMO = 11.06 eV
E = -34102.927 eV

The geometry in XYZ format:
```
10
Properties=species:S:1:pos:R:3:mulliken_charge:R:1
Cl -1.20452 1.86726 -1.74536 -0.19
S -0.31304 0.09365 -1.29519 1.03
O -1.25409 -0.93221 -1.55495 -0.46
O 1.12994 -0.72176 2.27125 -0.54
O 0.78531 -1.67328 0.36182 -0.53
O 0.97955 0.10941 -1.87706 -0.47
N 0.68287 -0.77457 1.15668 1.01
C -0.09053 0.36755 0.70380 -0.60
H 0.39033 1.32152 0.88528 0.38
H -1.10582 0.34244 1.09373 0.37
```